{"formula": "H22O11", "method": "ωB97M-V/def2-TZVPD", "species": ["O", "H", "H", "O", "H", "H", "O", "H", "H", "O", "H", "H", "O", "H", "H", "O", "H", "H", "O", "H", "H", "O", "H", "H", "O", "H", "H", "O", "H", "H", "O", "H", "H"], "xyz": [[13.971000, 4.894000, 4.773000], [14.234000, 5.740000, 4.413000], [14.475000, 4.737000, 5.529000], [12.953000, 2.507000, 10.055000], [12.907000, 2.635000, 9.109000], [12.456000, 3.244000, 10.336000], [12.017000, 5.842000, 8.511000], [12.951000, 5.622000, 8.863000], [11.650000, 6.467000, 9.123000], [15.057000, 4.443000, 7.100000], [14.305000, 3.855000, 7.312000], [15.758000, 3.907000, 6.701000], [13.076000, 2.794000, 7.495000], [12.274000, 2.672000, 7.029000], [13.598000, 2.078000, 7.104000], [14.400000, 5.356000, 9.725000], [15.000000, 4.793000, 9.246000], [14.968000, 5.762000, 10.380000], [16.824000, 2.641000, 5.948000], [17.662000, 3.131000, 6.025000], [17.093000, 1.707000, 5.827000], [14.980000, 7.431000, 6.523000], [14.863000, 6.709000, 7.198000], [15.715000, 7.974000, 6.739000], [17.768000, 5.732000, 7.373000], [18.266000, 5.096000, 6.853000], [17.331000, 5.193000, 7.996000], [15.812000, 2.162000, 3.497000], [16.172000, 2.915000, 3.016000], [16.196000, 2.474000, 4.342000], [17.013000, 6.485000, 4.942000], [16.262000, 7.073000, 5.100000], [17.260000, 6.256000, 5.838000]], "forces_ev_per_a": [[-1.835, -0.012, -2.671], [0.136, 0.149, 0.120], [1.260, 0.146, 1.859], [0.657, -1.160, 0.339], [0.179, -0.303, -0.456], [-0.863, 1.364, 1.038], [1.933, -1.148, 0.002], [-2.161, 0.779, -0.513], [-0.144, 0.443, 0.462], [0.759, 0.217, 0.916], [0.070, 0.232, -0.248], [-0.411, -0.184, 0.147], [1.246, -0.839, -0.402], [-1.789, 0.479, -0.774], [0.228, -0.065, 0.272], [0.297, 0.273, 0.443], [0.168, -0.586, -0.680], [-0.150, 0.327, 0.375], [1.160, -0.447, 0.382], [-0.357, -0.382, -0.230], [-0.199, 0.573, 0.230], [-1.540, -1.298, 0.315], [0.404, 1.061, -0.978], [0.899, 0.569, 0.868], [1.166, 0.471, -0.626], [0.459, 0.138, -0.024], [-1.120, -0.805, 1.280], [0.931, 0.679, 0.549], [-0.457, -0.053, -1.004], [-0.809, -0.605, -0.141], [0.115, 0.223, -0.854], [-0.084, -0.340, -0.215], [-0.147, 0.104, 0.221]], "homo_ev": -10.24, "smiles": "O.O.O.O.O.O.O.O.O.O.O", "total_energy_ev": -22879.0028, "de_lowest_ev": 2.511, "lumo_energy_ev": -0.68}